{
  "formula": "C8H25NO6",
  "method": "ωB97M-V/def2-TZVPD",
  "total_charge": 0,
  "homo_lumo_gap_ha": 0.35351,
  "smiles": "COC[C@H](C)N.OCCO.OCCO.O",
  "e_homo_ev": -9.2,
  "lumo_ev": 0.406,
  "max_force_ha_per_bohr": 0.053,
  "de_lowest_ev": 0.608,
  "symbols": ["C", "C", "C", "O", "C", "N", "H", "H", "H", "H", "H", "H", "H", "H", "H", "H", "H", "O", "H", "H", "C", "C", "O", "O", "H", "H", "H", "H", "H", "H", "C", "C", "O", "O", "H", "H", "H", "H", "H", "H"],
  "coordinates": [[-2.493, 0.066, -3.578], [-4.024, 0.059, -3.327], [-4.421, 1.013, -2.107], [-3.725, 0.615, -0.924], [-4.055, -0.661, -0.462], [-4.629, 0.643, -4.498], [-1.981, 1.024, -3.668], [-2.232, -0.540, -4.446], [-1.996, -0.458, -2.761], [-4.352, -0.968, -3.169], [-5.472, 1.175, -1.868], [-4.021, 2.011, -2.288], [-5.115, -0.915, -0.484], [-3.852, -0.684, 0.609], [-3.432, -1.372, -1.005], [-4.592, -0.074, -5.208], [-4.083, 1.413, -4.859], [-0.017, 1.102, 1.576], [-0.816, 0.946, 1.073], [0.151, 0.273, 2.023], [4.291, 3.622, 2.609], [5.148, 2.315, 2.367], [6.010, 2.073, 3.472], [3.033, 3.537, 3.202], [4.108, 4.095, 1.644], [4.960, 4.301, 3.136], [5.757, 2.619, 1.515], [4.666, 1.419, 1.976], [5.513, 1.746, 4.226], [2.428, 3.166, 2.556], [2.144, -3.140, 0.463], [2.214, -3.101, 1.991], [1.028, -2.525, 2.460], [1.251, -4.119, -0.078], [3.109, -3.439, 0.053], [1.911, -2.139, 0.100], [3.176, -2.668, 2.264], [2.376, -4.108, 2.375], [0.598, -3.340, 2.729], [1.431, -4.978, 0.312]]
}

---

{
  "formula": "C15H35Cl4NO5",
  "method": "ωB97M-V/def2-TZVPD",
  "total_charge": 0,
  "homo_lumo_gap_ha": 0.32134,
  "smiles": "ClC(Cl)(Cl)Cl.c1cc[nH]c1.CCO.CCO.CCO.CCO.CCO",
  "e_homo_ev": -8.6,
  "lumo_ev": 0.126,
  "max_force_ha_per_bohr": 0.027,
  "de_lowest_ev": 0.923,
  "symbols": ["N", "C", "C", "C", "C", "H", "H", "H", "H", "H", "C", "Cl", "Cl", "Cl", "Cl", "C", "C", "O", "H", "H", "H", "H", "H", "H", "C", "C", "O", "H", "H", "H", "H", "H", "H", "C", "C", "O", "H", "H", "H", "H", "H", "H", "C", "C", "O", "H", "H", "H", "H", "H", "H", "C", "C", "O", "H", "H", "H", "H", "H", "H"],
  "coordinates": [[-1.738, 4.433, 1.300], [-2.788, 3.933, 0.578], [-2.306, 3.520, -0.628], [-0.959, 3.981, -0.699], [-0.599, 4.414, 0.536], [-1.825, 4.641, 2.278], [-3.772, 3.926, 1.015], [-2.868, 3.101, -1.446], [-0.281, 3.886, -1.533], [0.350, 4.747, 0.923], [3.631, 4.586, 0.621], [2.876, 3.299, -0.308], [2.664, 4.868, 2.073], [5.291, 4.184, 1.017], [3.635, 6.078, -0.348], [0.611, 0.882, 0.086], [-0.681, 0.259, -0.379], [-0.972, -0.899, 0.430], [0.639, 1.236, 1.116], [0.775, 1.791, -0.504], [1.463, 0.240, -0.145], [-0.573, -0.031, -1.427], [-1.537, 0.926, -0.263], [-1.910, -0.885, 0.642], [1.654, -2.597, 1.412], [1.262, -3.107, 0.049], [1.528, -4.503, -0.099], [1.308, -3.267, 2.209], [1.170, -1.649, 1.651], [2.736, -2.512, 1.525], [1.835, -2.557, -0.697], [0.193, -2.972, -0.108], [0.860, -4.961, 0.419], [-2.331, -4.411, 0.772], [-1.510, -4.856, 1.959], [-0.631, -5.957, 1.678], [-2.949, -5.212, 0.359], [-1.711, -4.038, -0.044], [-3.010, -3.633, 1.127], [-2.167, -5.160, 2.781], [-0.842, -4.076, 2.322], [-1.045, -6.556, 1.049], [-4.946, 0.696, -0.702], [-4.301, 0.737, 0.653], [-3.963, -0.611, 0.999], [-5.360, 1.643, -1.044], [-5.814, 0.031, -0.638], [-4.314, 0.227, -1.459], [-5.102, 1.078, 1.324], [-3.474, 1.443, 0.754], [-3.662, -0.600, 1.914], [5.780, -0.492, -2.466], [4.548, 0.389, -2.620], [3.987, 0.310, -3.922], [6.577, -0.229, -3.161], [5.508, -1.526, -2.707], [6.096, -0.552, -1.424], [4.839, 1.395, -2.299], [3.748, 0.012, -1.981], [4.379, 0.953, -4.518]]
}

---

{
  "formula": "C4H8O",
  "method": "ωB97M-V/def2-TZVPD",
  "total_charge": 0,
  "homo_lumo_gap_ha": [0.31986, 0.29875],
  "smiles": "C=C[C@H](C)O",
  "e_homo_ev": [-8.3, -8.2],
  "lumo_ev": [0.361, -0.033],
  "max_force_ha_per_bohr": 0.081,
  "de_lowest_ev": 5.784,
  "symbols": ["C", "H", "H", "C", "H", "C", "C", "O", "H", "H", "H", "H", "H"],
  "coordinates": [[-1.964, -0.035, -0.029], [-2.602, 0.476, 0.704], [-2.404, -0.040, -1.034], [-0.585, 0.515, -0.052], [-0.487, 1.354, 0.656], [0.347, -0.622, 0.339], [1.607, -0.476, -0.193], [0.095, 0.941, -1.379], [0.010, -1.667, 0.343], [-1.592, -1.101, 0.507], [1.806, -0.671, -1.251], [0.339, 0.155, -1.874], [2.468, -0.532, 0.479]]
}